[1]
# C12H10BrIrN3

C12H10BrIrN3 as an isolated structure (the ωB97M-V functional and the def2-TZVPD basis, the Open Molecules 2025 dataset).

The LUMO energy (spin up / spin down) is 2.89 / -0.39 eV. As for the net charge: -1. As for the HOMO energy (spin up / spin down): -2.38 / -3.31 eV. As for the spin multiplicity: 5.

CARTESIAN COORDINATES (ANGSTROEM)
N -1.79715 -0.20610 -0.50349
C 1.31754 1.71506 0.87241
C -0.82373 1.44569 1.79036
H 6.03472 -0.77444 -0.24995
H 5.44573 0.88628 -2.30721
H -1.86723 1.62857 2.06782
C 0.00353 2.30406 0.96044
C -0.00370 0.35185 2.23045
H 3.82667 -0.44638 -4.01517
H -0.31871 3.24024 0.49342
C 1.30815 0.51422 1.65558
C 5.07290 -0.12504 -2.17524
C 4.73432 -2.25148 -1.33296
H -0.29590 -0.47681 2.86652
Br 1.00241 -0.80577 -1.78542
C -2.97858 -0.19976 -0.30171
H 4.80456 -3.14057 -0.71390
N -4.21447 -0.48383 -0.44628
H 2.17997 2.11478 0.35058
N -5.99429 -0.26168 1.31049
Ir -0.06885 0.27927 0.05319
H 2.13773 -0.16065 1.79548
C 5.38363 -1.00190 -1.08957
H 3.42414 -2.92561 -3.02525
C -5.11325 -0.34759 0.53225
C 4.22232 -0.82824 -3.08008
C 4.01210 -2.14283 -2.55886

***

[2]
# C12H10CdClF3O2

C12H10CdClF3O2 as an isolated structure (the ωB97M-V functional and the def2-TZVPD basis, the Open Molecules 2025 dataset).

The LUMO energy is 4.80 eV. The energy above the lowest of the compared OMol25 structures with the same formula, charge and spin comes out at 17.7 kJ/mol. As for the net charge: -2. As for the HOMO energy: -0.57 eV.

CARTESIAN COORDINATES (ANGSTROEM)
Cd 0.17477 0.82157 -0.43386
O -1.82193 1.43614 -0.77872
C -0.81121 1.00565 -5.54374
H 1.86126 -2.10277 -1.15702
F -2.03308 0.44628 1.61005
H -1.52892 0.29199 -5.93247
H -2.35501 -2.04423 0.01672
F -4.17533 0.90672 1.51130
C -2.72412 2.07732 -0.07601
C 0.61001 0.88846 -5.61110
C -1.26639 -2.03997 0.06289
C -1.12276 2.22980 -4.87725
C 1.17809 2.04176 -4.99083
H -0.67710 -2.05977 -2.10372
H 1.73134 -2.12726 1.54460
C 0.94707 -2.08438 -0.54923
C -2.93623 1.45050 1.35813
H -2.11794 2.60442 -4.66834
C -0.48380 -2.06457 1.24615
C -0.38816 -2.04837 -1.04870
H 1.15989 0.06593 -6.05584
H -0.86634 -2.09619 2.26153
H 2.23691 2.25209 -4.88774
C 0.10758 2.87076 -4.53586
O -3.39552 3.03079 -0.40480
Cl 1.49332 1.36862 1.51031
C 0.88258 -2.09825 0.87116
F -2.77460 2.37205 2.35693
H 0.20922 3.82376 -4.02963

***

[3]
# C12H10ClF3GaO2

C12H10ClF3GaO2 as an isolated structure (the ωB97M-V functional and the def2-TZVPD basis, the Open Molecules 2025 dataset).

The LUMO energy is 2.85 eV. The energy above the lowest of the compared OMol25 structures with the same formula, charge and spin comes out at 0.0 kJ/mol. As for the net charge: -1. As for the HOMO energy: -4.23 eV.

CARTESIAN COORDINATES (ANGSTROEM)
C 0.51149 -2.36342 -1.56730
C -0.05312 2.41433 0.24352
H -2.78804 -3.79873 -1.74411
H 0.00536 0.53316 -2.54700
C -0.21684 1.05463 -1.61414
F 1.20637 -2.92706 -3.77387
H -2.28353 -3.95523 0.87514
C 0.66184 1.89562 -0.88736
H -5.32072 -0.86667 0.23901
C -1.51202 1.09596 -0.97441
O -0.77936 -2.14787 -1.64775
C -3.12805 -3.06576 -1.01539
F 0.07025 -4.49831 -2.74171
H 1.68241 2.15552 -1.17191
H 0.37015 3.07105 0.99584
O 1.32887 -1.75469 -0.89915
C -4.49675 -1.55530 0.06234
C -4.05588 -2.00920 -1.21682
C 0.98637 -3.50049 -2.55187
C -1.37504 1.92122 0.19721
C -2.86858 -3.16489 0.40899
H -3.98573 -2.24920 2.13750
Ga -1.59221 -1.39129 -0.06538
H -2.16725 2.14551 0.90271
Cl -0.62953 -1.35793 1.83551
H -4.42067 -1.66555 -2.18193
H -2.45143 0.76311 -1.42491
C -3.80058 -2.27217 1.06588
F 2.14248 -4.07546 -2.13109

***

[4]
# C12H10ClFN2S

One molecule with the formula C12H10ClFN2S (the ωB97M-V functional and the def2-TZVPD basis, the Open Molecules 2025 dataset).

The LUMO energy is -0.32 eV. As for the net charge: 0. As for the HOMO energy: -8.72 eV. The SMILES is C[C@H](/N=N/c1ccc(F)cc1)c1ccc(Cl)s1.

CARTESIAN COORDINATES (ANGSTROEM)
H -1.04431 2.87285 -3.30813
H 1.36918 -1.24888 1.63043
C -0.10800 2.32375 -3.06983
N 1.45302 0.47530 -0.23155
C -0.37359 -1.51609 3.58054
C 1.20858 1.04808 -1.46544
H 2.36407 0.07965 3.54975
F 0.71933 2.74100 -5.27179
H 1.85196 1.61953 2.73793
C 2.14457 0.54528 2.59290
H -0.78180 1.88023 -1.08874
C 2.00918 1.42661 -3.76411
H 2.76162 1.18005 -4.52477
C 2.16487 0.86438 -2.47741
H 3.08693 0.32000 -2.24622
N 0.57608 0.43034 0.66236
C -1.50363 -1.34242 4.51205
S -1.29728 0.89616 3.17214
H 3.08051 0.54208 2.02553
C 0.05636 1.80499 -1.78609
C 0.98968 -0.24110 1.92062
H 0.19347 -2.44700 3.41486
C 0.89402 2.17009 -4.05667
Cl -3.42305 0.47660 5.33441
H -1.80968 -2.12290 5.21078
C -0.18163 -0.39982 2.85611
C -2.11270 -0.09098 4.37810

***

Q: Which of these has the highest net charge?
A: C12H10ClFN2S

***

Q: Which formula does entry 1 have?
A: C12H10BrIrN3

***

Q: What is the formula in the third record?
A: C12H10ClF3GaO2

***

Q: The lowest net charge belongs to which entry?
A: C12H10CdClF3O2